Entry 1:
Computed, not measured: a molecular structure, C8B2F6O17PV, with ωB97M-V/def2-TZVPD.

## Properties
- HOMO level (alpha / beta) (eV) = -11.39 / -10.89
- <S²> = 2.052
- max |F| (eV/Å) = 8.86
- gap between HOMO and LUMO (alpha / beta) (eV) = 7.8 / 4.5
- spin multiplicity = 3
- E_LUMO (alpha / beta) (eV) = -3.63 / -6.38

Last column: Mulliken charge in e.
CARTESIAN COORDINATES (ANGSTROEM)
O -2.2809 3.6626 -0.9588  -0.46
V -1.7859 2.4342 -1.8220  1.71
P -2.1138 1.6784 -4.5473  1.32
F -1.6956 0.6608 -3.3491  -0.31
F -3.1819 2.2404 -3.4894  -0.37
F -1.1488 2.6914 -3.8470  -0.31
F -2.5533 2.7909 -5.6288  -0.32
F -0.9077 1.1766 -5.5839  -0.34
F -3.1659 0.5513 -5.1967  -0.33
O 0.3554 1.8705 -1.3629  -0.67
C 1.1302 1.5885 -0.4173  0.76
O 2.0017 0.6230 -0.3819  -0.42
B 2.7343 0.6177 0.9179  0.95
O 2.1104 1.7765 1.6336  -0.49
C 1.1819 2.3350 0.9512  0.69
O 0.4580 3.3044 1.1901  -0.60
O 4.2324 0.6779 0.8341  -0.36
C 4.7784 -0.3158 1.4168  0.37
O 5.9825 -0.6131 1.6124  -0.51
C 3.6551 -1.3414 1.9554  0.81
O 2.5353 -0.7235 1.6727  -0.27
O 3.8116 -2.4544 2.5479  -0.34
O -0.4364 -5.3212 1.6858  -0.57
C -0.5346 -4.0705 1.7664  0.41
O -1.4923 -3.3069 1.2700  -0.41
B -1.2242 -1.9128 1.6934  1.28
O -0.0438 -2.0293 2.5541  -0.42
C 0.4031 -3.2471 2.5908  0.87
O 1.4147 -3.6287 3.2324  -0.54
O -0.9511 -0.9517 0.6101  -0.60
C -1.9448 -0.0637 0.5807  0.65
O -2.0866 0.8608 -0.2974  -0.47
C -2.8967 -0.3779 1.7770  0.45
O -2.4244 -1.4038 2.3411  -0.55
O -3.9160 0.2207 2.0487  -0.58

Forces on the atoms, in the same order (eV/Å):
O 1.15 -2.62 -2.36
V 0.43 0.53 3.07
P -1.07 -3.98 -7.84
F 0.37 -0.80 0.42
F -2.19 0.59 1.87
F 2.93 2.81 1.85
F 0.06 -0.66 1.14
F -1.49 0.48 2.20
F 1.52 1.92 1.62
O 0.61 -0.57 1.20
C -1.54 0.54 -0.71
O 0.18 0.01 -0.37
B -0.25 0.09 0.61
O 1.79 -1.44 1.17
C -2.88 2.97 -1.39
O 1.93 -2.64 -0.26
O -1.72 0.66 -0.36
C 6.39 -3.18 1.63
O -4.84 1.66 -0.99
C -1.26 -1.21 0.95
O 0.37 -0.35 0.00
O -0.78 3.73 -1.95
O -0.42 4.71 -0.01
C -0.53 -6.28 -0.56
O 0.89 0.42 -0.07
B -0.37 -1.12 0.30
O 0.39 0.88 0.35
C 2.80 0.14 2.14
O -2.31 0.96 -2.10
O -1.45 1.90 -0.89
C 0.84 1.49 -2.55
O 0.43 -2.02 1.86
C -2.71 2.77 -0.90
O 1.12 -1.87 1.53
O 1.61 -0.52 -0.63



Entry 2:
Computed, not measured: a molecular structure, C8F24Li3N4O16S8, with ωB97M-V/def2-TZVPD.

## Properties
- HOMO level (eV) = -7.61
- total charge = -1
- max |F| (eV/Å) = 4.56
- gap between HOMO and LUMO (eV) = 6.4
- E_LUMO (eV) = -1.19

Last column: Mulliken charge in e.
CARTESIAN COORDINATES (ANGSTROEM)
Li -11.1403 18.0304 15.3477  0.91
Li -6.3904 11.4561 16.9289  0.94
Li -13.5480 12.6462 21.3194  0.96
C -14.1210 16.6137 23.8513  0.64
F -15.3069 17.3757 24.0769  -0.22
F -14.1077 15.9259 22.7348  -0.18
F -13.0156 17.4044 24.0429  -0.15
S -14.0319 15.0272 25.0674  0.89
O -13.5311 15.5839 26.3266  -0.56
O -15.2892 14.2893 25.0900  -0.63
N -12.8822 13.9150 24.2653  -0.48
S -11.4914 14.4929 24.7557  1.08
O -10.9959 15.6337 24.0340  -0.62
O -11.3318 14.4161 26.2107  -0.62
C -10.2862 13.0778 24.1494  0.59
F -10.5083 12.7644 22.8666  -0.25
F -9.0133 13.4190 24.3363  -0.22
F -10.4760 12.0093 24.8168  -0.23
C -9.8249 21.6196 13.2215  0.65
F -9.2918 21.1821 14.3416  -0.21
F -9.2018 22.7330 12.7584  -0.21
F -9.7764 20.7001 12.2956  -0.20
S -11.6549 22.2062 13.5597  0.86
O -11.6070 23.3774 14.3993  -0.55
O -12.2182 22.3311 12.2132  -0.59
N -12.2962 20.7898 14.3764  -0.35
S -13.7379 21.2582 14.7601  0.93
O -13.6916 22.4045 15.7488  -0.61
O -14.5911 21.3728 13.5648  -0.61
C -14.4549 19.7465 15.7986  0.55
F -15.7449 19.9778 15.9983  -0.18
F -14.2270 18.5371 15.0338  -0.23
F -13.8059 19.6513 17.0178  -0.20
C -4.7332 14.7268 14.1281  0.67
F -5.5434 13.7624 13.6959  -0.21
F -4.3440 15.5496 13.0811  -0.22
F -5.3578 15.5265 15.0667  -0.20
S -3.1712 13.9858 14.8968  0.89
O -2.7011 12.8485 14.1013  -0.65
O -2.1881 15.0558 14.8470  -0.55
N -3.8102 13.3284 16.3968  -0.46
S -3.2010 14.4064 17.3935  1.08
O -1.7539 14.6798 17.3686  -0.62
O -4.0001 15.6326 17.4088  -0.61
C -3.4259 13.4924 19.0283  0.59
F -4.2867 12.4744 18.8592  -0.23
F -2.2634 12.9773 19.4720  -0.21
F -3.9377 14.3539 19.9683  -0.22
C -9.3910 16.5445 18.3381  0.62
F -9.1283 17.3447 17.3262  -0.17
F -8.2901 16.5384 19.3054  -0.20
F -10.5475 17.1353 18.8717  -0.22
S -9.9322 14.7730 17.9120  0.82
O -8.7389 13.9465 17.7418  -0.48
O -11.0995 14.4978 18.7475  -0.57
N -10.6478 15.1458 16.2871  -0.36
S -11.1630 13.7198 15.8952  0.95
O -10.1161 12.6630 15.9893  -0.65
O -12.4489 13.4260 16.5427  -0.65
C -11.4196 13.7471 13.9940  0.59
F -11.2074 12.5604 13.5552  -0.19
F -12.6860 14.0780 13.5700  -0.23
F -10.5333 14.6063 13.5025  -0.21

Forces on the atoms, in the same order (eV/Å):
Li -0.27 0.08 0.04
Li 0.31 0.77 -0.04
Li 0.37 0.50 0.55
C -0.12 -0.27 3.37
F 2.94 -1.83 -1.09
F -0.36 1.53 -1.68
F -2.63 -1.21 -0.92
S 0.34 -0.69 1.83
O -1.26 -0.56 -2.17
O 1.05 1.16 -0.81
N -2.35 2.26 0.74
S 3.33 -1.51 1.79
O -0.21 0.09 0.07
O 0.49 0.05 -2.12
C -0.89 2.41 0.19
F 0.15 0.20 -1.15
F 0.00 0.54 -0.52
F -0.72 -2.56 1.73
C -2.02 2.08 0.07
F 0.71 -0.14 0.30
F -0.09 -1.00 0.64
F 0.13 -0.67 -0.35
S -0.36 -0.82 -1.35
O 0.61 -1.02 -0.64
O 1.05 -0.27 1.85
N 2.13 1.12 -0.95
S -2.25 2.77 1.46
O -1.04 -3.40 -2.29
O 0.60 -0.36 2.38
C 1.62 0.39 -0.92
F 0.97 -0.90 -0.14
F -0.63 2.05 2.06
F -1.03 -0.47 -1.94
C 0.65 1.97 0.36
F 0.01 0.63 0.13
F -0.91 -1.59 1.52
F 0.55 -1.48 -1.81
S 2.11 -1.98 -1.72
O -1.90 0.75 0.85
O -2.06 -0.45 0.77
N 1.55 1.25 -2.49
S 1.68 3.56 1.79
O -2.12 -1.42 0.39
O 0.36 -1.61 0.62
C 0.24 1.07 0.52
F -0.42 -0.31 0.40
F -1.10 0.48 -0.21
F 0.73 -1.36 -1.09
C -0.41 1.21 3.07
F 1.03 -0.62 -0.25
F -3.46 0.07 -2.98
F 2.22 -1.19 -0.01
S -1.16 0.09 -2.82
O -1.46 1.49 1.50
O 2.61 -0.02 -0.03
N 1.96 0.46 2.32
S -0.99 -3.07 0.22
O -1.89 1.40 -0.38
O 1.27 -0.09 -1.42
C -1.47 1.55 1.10
F 0.61 -1.55 -0.63
F 1.31 0.28 0.76
F -0.09 0.16 -0.51